Here is a single C4H6O2 molecule from the Open Molecules 2025 dataset. Energies are from ωB97M-V with the def2-TZVPD basis set.

Last column: Mulliken charge in e.
Positions of all 12 atoms, in Å:
C: -1.439 -0.356 -0.352  -1.178
C: -0.319 -0.215 0.665  0.403
O: 0.806 -1.065 0.361  -0.430
C: 1.603 0.008 -0.156  -0.254
C: 0.519 0.997 0.273  0.236
O: 0.351 2.181 0.241  -0.542
H: -2.343 0.155 -0.012  0.316
H: -1.121 0.113 -1.291  0.294
H: -1.648 -1.408 -0.553  0.317
H: -0.632 -0.316 1.712  0.359
H: 1.771 -0.083 -1.237  0.222
H: 2.559 0.131 0.364  0.257

Forces on atoms 1 to 3 (eV/Å):
-0.08 -0.02 -0.12
-0.25 0.14 0.06
0.02 -0.14 0.00

F_max, eV/A: 0.5
Net charge: 0
E_HOMO, eV: -9.9193
SMILES: C[C@H]1OCC1=O
E_LUMO, Eh: 0.035
Electronic energy, eV: -8338.809

Here is a single C4H6O2 molecule from the Open Molecules 2025 dataset. Energies are from ωB97M-V with the def2-TZVPD basis set.

Last column: Mulliken charge in e.
Positions of all 12 atoms, in Å:
O: 0.434 0.239 -2.153  -0.512
C: 0.366 0.044 -0.806  0.511
C: -0.882 -0.517 -0.175  -0.445
C: -0.636 -0.039 1.259  -0.408
C: 1.275 0.243 0.148  -0.502
O: 0.790 0.003 1.418  -0.397
H: 1.113 0.903 -2.325  0.314
H: -0.908 -1.613 -0.259  0.221
H: -1.801 -0.117 -0.612  0.288
H: -1.048 -0.670 2.048  0.274
H: -1.019 0.986 1.369  0.260
H: 2.315 0.538 0.090  0.396

Forces on atoms 1 to 3 (eV/Å):
0.16 0.08 -0.04
0.05 -0.02 0.37
-0.05 0.03 -0.01

F_max, eV/A: 0.4
Net charge: 0
E_HOMO, eV: -7.9769
SMILES: OC1=COCC1
E_LUMO, Eh: 0.029
Electronic energy, eV: -8338.901

Here is a molecular structure, C4H6O2 from the Open Molecules 2025 dataset. Energies are from ωB97M-V with the def2-TZVPD basis set.

Last column: Mulliken charge in e.
Positions of all 12 atoms, in Å:
O: 1.653 -0.448 1.663  -0.496
C: 0.731 -0.513 0.710  0.660
C: 0.781 0.196 -0.619  -0.381
C: -0.592 -0.521 -0.791  0.415
O: -1.408 -0.523 -1.679  -0.581
C: -0.461 -1.135 0.540  -0.765
H: 1.380 -0.993 2.416  0.336
H: -1.557 2.641 -0.624  0.125
H: 1.570 -0.126 -1.305  0.224
H: 0.734 1.289 -0.582  0.192
H: -1.811 1.995 -0.892  -0.123
H: -1.073 -1.801 1.136  0.393

Forces on atoms 1 to 3 (eV/Å):
-0.13 -0.13 0.09
-0.07 0.01 -0.10
0.10 0.10 -0.07

F_max, eV/A: 0.5
Net charge: 0
E_HOMO, eV: -9.5341
E_LUMO, Eh: 0.015
Electronic energy, eV: -8337.943

Here is 2 unconnected molecules or ions with the total composition C4H6O2 in a non-equilibrium geometry from the Open Molecules 2025 dataset. Energies are from ωB97M-V with the def2-TZVPD basis set.

Last column: Mulliken charge in e.
Positions of all 12 atoms, in Å:
C: 1.035 -0.216 -0.128  0.610
C: -0.264 -0.680 -0.577  -0.545
C: -1.102 0.172 0.047  0.033
C: -2.291 0.509 0.539  -0.692
O: 1.880 -1.166 0.391  -0.471
O: 1.702 0.706 -0.933  -0.501
H: 2.755 -1.068 -0.015  0.342
H: 2.168 1.338 -0.370  0.334
H: -0.483 -1.584 -1.135  0.330
H: 0.147 0.695 0.611  0.075
H: -2.967 -0.251 0.915  0.243
H: -2.580 1.545 0.657  0.241

Forces on atoms 1 to 3 (eV/Å):
-0.72 0.56 0.46
0.02 -0.08 0.34
-0.89 -0.39 -0.64

F_max, eV/A: 1.3
Net charge: 0
E_HOMO, eV: -8.1896
E_LUMO, Eh: 0.014
Electronic energy, eV: -8335.264

Here is a single C4H6O2 molecule from the Open Molecules 2025 dataset. Energies are from ωB97M-V with the def2-TZVPD basis set.

Last column: Mulliken charge in e.
Positions of all 12 atoms, in Å:
C: 0.048 1.245 -0.698  -1.301
C: 0.005 0.024 0.185  1.255
O: -0.891 0.030 1.292  -0.445
C: 1.303 -0.663 0.479  -0.287
C: -1.162 -0.871 0.239  -0.647
O: 2.281 -0.563 -0.221  -0.482
H: 0.189 0.963 -1.744  0.271
H: -0.885 1.806 -0.597  0.420
H: 0.881 1.896 -0.413  0.319
H: 1.279 -1.300 1.389  0.357
H: -2.016 -0.641 -0.397  0.264
H: -1.031 -1.926 0.487  0.278

Forces on atoms 1 to 3 (eV/Å):
-0.03 0.03 -0.01
0.16 0.05 -0.24
-0.02 0.09 0.19

F_max, eV/A: 0.5
Net charge: 0
E_HOMO, eV: -10.0791
SMILES: C[C@]1(C=O)CO1
E_LUMO, Eh: 0.032
Electronic energy, eV: -8338.688

Here is a molecular structure, C4H6O2 from the Open Molecules 2025 dataset. Energies are from ωB97M-V with the def2-TZVPD basis set.

Last column: Mulliken charge in e.
Positions of all 12 atoms, in Å:
C: -0.599 0.560 -1.604  -0.643
O: -0.717 -0.748 -1.021  -0.147
C: -1.120 -0.274 0.196  -0.536
C: 0.046 0.228 0.968  0.347
C: 0.940 -0.894 1.322  -0.420
O: 1.390 0.145 0.487  -0.397
H: 0.442 0.883 -1.629  0.245
H: -1.097 0.556 -2.571  0.311
H: -1.209 1.233 -0.964  0.329
H: -0.131 1.011 1.704  0.408
H: 0.788 -1.853 0.824  0.230
H: 1.353 -0.928 2.329  0.273

Forces on atoms 1 to 3 (eV/Å):
-0.13 0.54 -0.19
-0.18 -0.07 0.35
0.29 -0.47 0.26

F_max, eV/A: 0.6
Net charge: 0
E_HOMO, eV: -8.5411
E_LUMO, Eh: 0.013
Electronic energy, eV: -8334.655

Here is a single C4H6O2 molecule from the Open Molecules 2025 dataset. Energies are from ωB97M-V with the def2-TZVPD basis set.

Last column: Mulliken charge in e.
Positions of all 12 atoms, in Å:
C: -0.832 -0.930 -0.312  -0.525
C: -1.167 0.295 0.456  0.212
O: -0.527 0.683 1.450  -0.576
C: 1.447 0.753 0.588  -0.041
O: 1.394 -0.233 -0.175  -0.240
C: 0.190 -0.136 -1.136  -0.654
H: -1.654 -1.225 -0.968  0.297
H: -0.494 -1.784 0.294  0.277
H: -1.982 0.921 0.063  0.342
H: 1.016 1.700 0.275  0.365
H: 2.077 0.659 1.473  0.296
H: 0.533 -0.703 -2.008  0.246

Forces on atoms 1 to 3 (eV/Å):
-0.21 0.00 0.04
0.01 0.05 0.14
-0.05 -0.24 -0.21

F_max, eV/A: 0.4
Net charge: 0
E_HOMO, eV: -7.7302
E_LUMO, Eh: 0.005
Electronic energy, eV: -8335.345

Here is a molecular structure, C4H6O2 in a non-equilibrium geometry from the Open Molecules 2025 dataset. Energies are from ωB97M-V with the def2-TZVPD basis set.

Last column: Mulliken charge in e.
Positions of all 12 atoms, in Å:
O: -1.907 -0.649 -0.597  -0.511
C: -0.728 -0.861 -0.525  0.718
C: 0.314 -0.244 -1.361  -0.632
C: 0.185 0.986 0.200  -0.643
C: 0.278 -0.118 1.258  -0.329
O: -0.126 -1.337 0.631  -0.375
H: 1.184 -0.910 -1.512  0.272
H: -0.072 0.077 -2.344  0.304
H: 0.678 1.890 0.632  0.339
H: -0.795 1.321 -0.120  0.306
H: -0.334 0.044 2.160  0.280
H: 1.324 -0.199 1.578  0.271

Forces on atoms 1 to 3 (eV/Å):
0.17 -1.00 -0.28
-0.56 0.13 0.05
0.12 0.88 0.77

F_max, eV/A: 1.7
Net charge: 0
E_HOMO, eV: -10.3177
E_LUMO, Eh: 0.014
Electronic energy, eV: -8337.379

Here is a single C4H6O2 molecule from the Open Molecules 2025 dataset. Energies are from ωB97M-V with the def2-TZVPD basis set.

Last column: Mulliken charge in e.
Positions of all 12 atoms, in Å:
O: 0.849 2.252 -0.346  -0.648
C: 0.361 1.148 -0.165  0.805
C: -0.978 0.646 -0.099  -0.997
C: -0.904 -0.828 -0.312  -0.216
O: 0.212 -1.028 0.722  -0.300
C: 1.237 -0.088 0.203  -0.480
H: -1.848 1.246 -0.334  0.335
H: -0.359 -0.214 1.226  0.497
H: -1.759 -1.423 0.012  0.251
H: -0.480 -1.238 -1.240  0.232
H: 1.702 -0.576 -0.657  0.272
H: 1.967 0.103 0.990  0.250

Forces on atoms 1 to 3 (eV/Å):
-0.10 -0.23 0.01
0.00 0.00 0.15
-0.03 0.23 -0.27

F_max, eV/A: 0.4
Net charge: 0
E_HOMO, eV: -8.2470
E_LUMO, Eh: 0.024
Electronic energy, eV: -8336.534

Here is a molecular structure, C4H6O2 from the Open Molecules 2025 dataset. Energies are from ωB97M-V with the def2-TZVPD basis set.

Last column: Mulliken charge in e.
Positions of all 12 atoms, in Å:
C: -1.632 -0.398 1.243  -0.361
C: 0.064 0.178 0.579  -0.175
O: -0.006 -1.071 0.858  -0.314
C: 1.290 0.527 -0.279  -0.309
C: 0.926 0.249 -1.720  -0.020
O: 0.771 1.098 -2.562  -0.461
H: -2.198 -0.263 0.326  0.277
H: -1.766 0.442 1.918  0.265
H: -1.891 -1.345 1.730  0.241
H: 1.586 1.572 -0.167  0.264
H: 2.093 -0.164 0.022  0.271
H: 0.765 -0.826 -1.947  0.322

Forces on atoms 1 to 3 (eV/Å):
-0.63 -0.10 0.18
0.48 -0.33 -0.13
-0.01 0.43 0.04

F_max, eV/A: 0.7
Net charge: 0
E_HOMO, eV: -7.8386
E_LUMO, Eh: 0.014
Electronic energy, eV: -8334.503

Here is a single C4H6O2 molecule from the Open Molecules 2025 dataset. Energies are from ωB97M-V with the def2-TZVPD basis set.

Last column: Mulliken charge in e.
Positions of all 12 atoms, in Å:
O: -1.487 0.150 1.677  -0.461
C: -1.795 -0.130 0.542  0.089
C: -0.824 -0.119 -0.622  -0.448
C: 0.300 0.822 -0.291  -0.256
C: 1.337 0.147 0.521  -0.210
O: 1.909 -0.125 -0.787  -0.399
H: -2.835 -0.426 0.290  0.343
H: -1.366 0.173 -1.529  0.329
H: -0.495 -1.165 -0.760  0.239
H: 2.136 0.737 -1.177  0.400
H: 1.979 0.764 1.156  0.202
H: 1.142 -0.828 0.980  0.171

Forces on atoms 1 to 3 (eV/Å):
-0.17 -0.12 -0.49
0.08 0.05 0.38
0.04 0.09 -0.10

F_max, eV/A: 0.5
Net charge: 0
E_HOMO, eV: -8.6850
E_LUMO, Eh: 0.016
Electronic energy, eV: -8335.663

Here is a molecular structure, C4H6O2 in a non-equilibrium geometry from the Open Molecules 2025 dataset. Energies are from ωB97M-V with the def2-TZVPD basis set.

Last column: Mulliken charge in e.
Positions of all 12 atoms, in Å:
O: 2.418 -0.632 -0.162  -0.467
C: 1.744 0.114 0.505  -0.188
C: 0.357 0.492 0.104  0.354
C: -0.403 -0.483 -0.748  -0.655
C: -1.558 0.009 0.366  -0.486
O: -0.527 0.452 1.236  -0.388
H: 2.095 0.557 1.456  0.331
H: 0.329 1.477 -0.378  0.224
H: -0.014 -1.525 -0.659  0.265
H: -0.635 -0.284 -1.791  0.348
H: -1.714 -1.022 0.149  0.375
H: -2.091 0.846 -0.077  0.287

Forces on atoms 1 to 3 (eV/Å):
-0.08 0.28 0.35
0.49 -0.10 -0.22
0.85 0.32 -0.22

F_max, eV/A: 3.7
Net charge: 0
E_HOMO, eV: -9.4817
E_LUMO, Eh: 0.032
Electronic energy, eV: -8336.405

Here is a single C4H6O2 molecule in a non-equilibrium geometry from the Open Molecules 2025 dataset. Energies are from ωB97M-V with the def2-TZVPD basis set.

Last column: Mulliken charge in e.
Positions of all 12 atoms, in Å:
C: -1.656 -0.289 0.309  -1.059
C: -0.240 -0.281 0.925  -0.291
C: 0.741 0.228 -0.168  0.440
O: 0.212 0.644 -1.188  -0.415
C: 2.137 0.422 -0.893  0.038
O: 2.669 -0.414 -1.572  -0.453
H: -1.966 0.715 0.003  0.281
H: -1.683 -0.912 -0.590  0.295
H: -2.404 -0.675 1.011  0.361
H: 0.035 -1.283 1.270  0.286
H: -0.233 0.347 1.829  0.264
H: 2.387 1.497 -0.935  0.251

Forces on atoms 1 to 3 (eV/Å):
0.04 -0.02 0.02
0.26 -0.09 -0.11
-0.60 0.08 -1.40

F_max, eV/A: 1.5
Net charge: 0
E_HOMO, eV: -9.4816
SMILES: CCC(=O)C=O
E_LUMO, Eh: 0.027
Electronic energy, eV: -8338.122

Here is a molecular structure, C4H6O2 from the Open Molecules 2025 dataset. Energies are from ωB97M-V with the def2-TZVPD basis set.

Last column: Mulliken charge in e.
Positions of all 12 atoms, in Å:
C: -1.416 0.850 -0.705  -1.151
C: -0.027 -0.334 -0.670  0.719
O: -0.137 -1.214 -1.477  -0.563
C: 0.728 -0.047 0.476  -0.512
C: 1.728 -0.970 1.052  -0.126
O: 2.401 -0.682 2.019  -0.491
H: -1.602 1.624 0.055  0.404
H: -2.331 0.302 -0.944  0.332
H: -1.065 1.370 -1.601  0.358
H: 0.740 0.971 0.854  0.371
H: -0.820 0.100 0.359  0.325
H: 1.800 -1.970 0.582  0.335

Forces on atoms 1 to 3 (eV/Å):
-0.17 0.11 -0.09
0.13 -0.33 -0.04
-0.02 0.40 0.30

F_max, eV/A: 0.5
Net charge: 0
E_HOMO, eV: -9.4762
E_LUMO, Eh: 0.003
Electronic energy, eV: -8336.013

Here is a single C4H6O2 molecule from the Open Molecules 2025 dataset. Energies are from ωB97M-V with the def2-TZVPD basis set.

Last column: Mulliken charge in e.
Positions of all 12 atoms, in Å:
C: -1.262 -0.269 -0.426  -1.425
C: 0.249 -0.112 -0.320  0.542
C: 0.647 1.337 -0.081  -0.114
O: 1.621 1.858 -0.564  -0.463
C: 0.832 -0.920 0.833  -0.125
O: 0.162 -1.469 1.672  -0.464
H: -1.522 -1.291 -0.712  0.335
H: -1.739 -0.065 0.537  0.335
H: -1.675 0.413 -1.176  0.403
H: 0.773 -0.424 -1.232  0.270
H: -0.026 1.896 0.605  0.340
H: 1.940 -0.955 0.865  0.366

Forces on atoms 1 to 3 (eV/Å):
-0.10 0.01 -0.01
-0.03 -0.02 -0.05
0.37 0.16 -0.15

F_max, eV/A: 0.6
Net charge: 0
E_HOMO, eV: -10.1032
SMILES: CC(C=O)C=O
E_LUMO, Eh: 0.011
Electronic energy, eV: -8339.413

Here is a molecular structure, C4H6O2 in a non-equilibrium geometry from the Open Molecules 2025 dataset. Energies are from ωB97M-V with the def2-TZVPD basis set.

Last column: Mulliken charge in e.
Positions of all 12 atoms, in Å:
C: -0.238 0.758 -1.120  -1.266
C: 0.369 0.408 0.280  0.252
C: -0.560 -0.361 1.238  -0.422
O: -0.171 -1.606 0.566  -0.356
C: 0.876 -0.964 -0.046  0.469
O: 1.735 -1.379 -0.758  -0.564
H: -1.058 1.435 -0.943  0.369
H: 0.513 1.216 -1.775  0.337
H: -0.649 -0.076 -1.745  0.317
H: 1.041 1.129 0.785  0.361
H: -1.638 -0.174 1.235  0.266
H: -0.220 -0.387 2.281  0.237

Forces on atoms 1 to 3 (eV/Å):
-0.27 0.52 0.03
0.01 -0.24 -0.07
-0.18 0.11 -0.16

F_max, eV/A: 1.2
Net charge: 0
E_HOMO, eV: -10.3184
E_LUMO, Eh: 0.033
Electronic energy, eV: -8339.311

Here is a single C4H6O2 molecule in a non-equilibrium geometry from the Open Molecules 2025 dataset. Energies are from ωB97M-V with the def2-TZVPD basis set.

Last column: Mulliken charge in e.
Positions of all 12 atoms, in Å:
C: 0.924 -0.052 1.163  -1.109
C: 0.041 0.112 -0.169  0.851
C: -0.367 -1.144 -0.829  -0.451
O: -0.956 -0.778 0.391  -0.433
C: -0.560 1.466 -0.759  -0.167
O: -0.433 1.925 -1.871  -0.430
H: 0.390 -0.489 2.062  0.281
H: 1.709 -0.775 0.945  0.309
H: 1.277 0.917 1.470  0.334
H: -1.206 -1.185 -1.516  0.270
H: 0.351 -1.961 -0.899  0.239
H: -1.169 1.963 0.014  0.306

Forces on atoms 1 to 3 (eV/Å):
0.62 0.65 -0.75
-0.85 -0.23 1.87
-0.03 -0.35 -0.24

F_max, eV/A: 2.3
Net charge: 0
E_HOMO, eV: -9.6889
SMILES: C[C@@]1(C=O)CO1
E_LUMO, Eh: 0.022
Electronic energy, eV: -8336.833

Here is a molecular structure, C4H6O2 from the Open Molecules 2025 dataset. Energies are from ωB97M-V with the def2-TZVPD basis set.

Last column: Mulliken charge in e.
Positions of all 12 atoms, in Å:
O: 1.546 -1.153 1.219  -0.498
C: 0.622 -0.323 0.748  0.696
C: -0.773 -0.708 0.328  -0.460
C: -0.849 0.816 0.007  0.279
O: -1.708 1.511 -0.473  -0.581
C: 0.524 1.006 0.506  -0.616
H: 2.340 -0.654 1.459  0.336
H: -0.344 -0.330 -2.638  0.030
H: -1.421 -1.020 1.153  0.233
H: -0.873 -1.400 -0.514  0.209
H: -0.232 0.393 -2.511  -0.023
H: 1.171 1.865 0.647  0.392

Forces on atoms 1 to 3 (eV/Å):
0.09 0.20 0.04
-0.12 0.05 0.02
-0.10 -0.13 0.01

F_max, eV/A: 0.5
Net charge: 0
E_HOMO, eV: -9.5083
E_LUMO, Eh: 0.015
Electronic energy, eV: -8337.913

Here is a single C4H6O2 molecule from the Open Molecules 2025 dataset. Energies are from ωB97M-V with the def2-TZVPD basis set.

Last column: Mulliken charge in e.
Positions of all 12 atoms, in Å:
C: 1.481 0.364 -0.780  -0.939
C: 0.539 0.546 0.406  0.576
O: 0.677 1.561 1.054  -0.525
C: -0.601 -0.404 0.843  -0.529
C: -1.712 -0.592 -0.168  0.032
O: -2.175 -1.663 -0.476  -0.457
H: 1.153 -0.307 -1.577  0.310
H: 2.462 0.031 -0.418  0.274
H: 1.640 1.368 -1.189  0.315
H: -0.292 -1.392 1.202  0.306
H: -1.044 0.139 1.688  0.293
H: -2.129 0.350 -0.584  0.343

Forces on atoms 1 to 3 (eV/Å):
-0.10 -0.07 -0.01
0.03 0.50 0.15
-0.05 -0.23 -0.02

F_max, eV/A: 0.6
Net charge: 0
E_HOMO, eV: -9.9596
SMILES: CC(=O)CC=O
E_LUMO, Eh: 0.022
Electronic energy, eV: -8339.462

Here is a molecular structure, C4H6O2 in a non-equilibrium geometry from the Open Molecules 2025 dataset. Energies are from ωB97M-V with the def2-TZVPD basis set.

Last column: Mulliken charge in e.
Positions of all 12 atoms, in Å:
C: 1.824 0.253 -0.387  -0.617
C: 0.389 0.326 -0.432  0.475
O: 0.590 1.671 -0.292  -0.554
C: -0.439 -0.282 0.679  -0.709
C: -1.876 -0.347 0.205  0.024
O: -2.184 -0.332 -0.962  -0.469
H: 0.055 -0.061 -1.382  0.359
H: 2.374 -0.427 0.291  0.241
H: 2.393 0.672 -1.201  0.288
H: -0.101 -1.308 0.869  0.288
H: -0.373 0.273 1.625  0.326
H: -2.652 -0.437 0.989  0.347

Forces on atoms 1 to 3 (eV/Å):
-0.15 1.02 0.26
-0.48 -1.45 -0.84
2.40 -0.69 0.74

F_max, eV/A: 2.6
Net charge: 0
E_HOMO (spin up / spin down), eV: -9.7450 / -9.7482
E_LUMO (spin up / spin down), Eh: -0.014 / -0.014
Electronic energy, eV: -8336.378